# C38H88CdN5O18

A structure of composition C38H88CdN5O18 (ωB97M-V/def2-TZVPD, the Open Molecules 2025 dataset).

For the total energy, the calculation gives -3296.26880 Eh. The calculation puts the HOMO-LUMO gap at 6.31 eV. As for the energy above the lowest of the compared OMol25 structures with the same formula, charge and spin: 0.000 eV. The largest force on an atom is 6.66 eV/Å. As for the charge: -1. The HOMO energy comes out at -4.51 eV.

Each line ends with the Löwdin charge.
CARTESIAN COORDINATES (ANGSTROEM)
1 Cd -3.6882 1.8482 2.0917  1.40
2 C -1.7670 5.5786 1.3842  -0.01
3 C -2.2755 4.4573 1.8759  -0.37
4 C -1.4994 3.6466 2.9423  -0.38
5 O -1.9874 2.4641 3.2499  -0.25
6 C -0.4053 4.1683 3.5070  0.02
7 C 0.0857 5.4734 3.1056  -0.43
8 C -0.5841 6.1716 1.9870  -0.44
9 O -0.1259 7.1787 1.6188  0.11
10 O 0.9449 6.0201 3.6481  0.13
11 O -3.3633 3.8517 1.4291  -0.25
12 H -2.2677 6.1263 0.6052  0.11
13 H 0.0141 3.6486 4.3563  0.11
14 C -0.5028 1.5329 0.2240  -0.09
15 C -1.6695 0.6339 -0.2055  -0.47
16 O -2.8608 0.8356 0.4124  -0.42
17 H 0.4538 1.3321 -0.2567  0.06
18 H -0.3407 1.5652 1.3184  0.05
19 H -0.7609 2.6076 0.1025  0.07
20 H -1.2947 -0.4250 -0.0875  0.09
21 H -1.6975 0.8261 -1.3188  0.09
22 O -5.6143 1.7531 1.1782  -0.16
23 H -5.6564 1.3387 0.2494  0.03
24 H -6.5126 2.0135 1.4274  0.07
25 O -5.1738 0.6821 -1.2158  -0.11
26 H -4.2046 0.9055 -0.9198  0.07
27 H -5.2864 1.0849 -2.0925  0.06
28 O -0.2704 -2.2408 -4.0538  -0.11
29 H -0.2696 -1.7296 -4.9174  0.02
30 H -0.4586 -1.5708 -3.3725  0.02
31 C 6.1842 -8.5495 -0.4694  -0.16
32 O 5.4516 -7.3992 -0.4093  -0.16
33 C 6.2474 -6.2672 -0.2744  -0.26
34 C 5.5790 -5.2760 0.6274  -0.26
35 N 4.3478 -4.8607 0.1089  -0.06
36 C 4.4632 -3.8921 -0.9918  -0.20
37 C 3.1178 -3.3856 -1.3764  -0.33
38 O 2.6754 -2.5581 -0.4247  -0.17
39 C 1.5708 -1.7534 -0.9164  -0.06
40 H 6.8907 -8.5622 -1.3135  0.09
41 H 5.4871 -9.3747 -0.5946  0.09
42 H 6.7407 -8.7221 0.4688  0.09
43 H 6.4109 -5.7689 -1.2531  0.12
44 H 7.2512 -6.5015 0.1202  0.12
45 H 6.2224 -4.4090 0.8561  0.12
46 H 5.3959 -5.7794 1.5878  0.13
47 H 3.7490 -4.4860 0.8324  0.12
48 H 4.9126 -4.3484 -1.8783  0.11
49 H 5.0923 -3.0147 -0.7022  0.13
50 H 2.4613 -4.2599 -1.5163  0.14
51 H 3.1994 -2.9033 -2.3659  0.13
52 H 1.0947 -1.2337 -0.0836  0.06
53 H 0.7440 -2.3196 -1.3808  0.09
54 H 1.9971 -1.0399 -1.6411  0.10
55 C 2.8391 0.0698 2.4011  -0.15
56 O 2.0523 1.0219 2.9850  -0.16
57 C 0.8884 0.4755 3.5480  -0.25
58 C 1.1221 -0.1673 4.8788  -0.20
59 N -0.1570 -0.4670 5.5386  -0.04
60 C -0.0052 -1.1470 6.7943  -0.23
61 C 0.0777 -2.6384 6.6906  -0.27
62 O -1.0673 -3.0836 6.0496  -0.21
63 C -1.0100 -4.4519 5.7428  -0.12
64 H 2.2870 -0.7205 1.8647  0.08
65 H 3.4066 -0.5333 3.1425  0.09
66 H 3.5547 0.5588 1.7502  0.09
67 H 0.3464 -0.1338 2.7950  0.13
68 H 0.1796 1.3071 3.6801  0.10
69 H 1.7641 0.5037 5.4547  0.13
70 H 1.7278 -1.0960 4.6970  0.12
71 H -0.7152 -1.0608 4.9293  0.10
72 H -0.8765 -0.9438 7.4353  0.12
73 H 0.8725 -0.7938 7.3338  0.12
74 H 0.1927 -3.0437 7.7178  0.13
75 H 0.9630 -2.9760 6.1181  0.13
76 H -0.5187 -5.0368 6.5522  0.09
77 H -0.4553 -4.6532 4.8132  0.10
78 H -2.0202 -4.8602 5.6763  0.08
79 C -3.2635 -3.4125 -8.1212  -0.10
80 O -2.1214 -2.5631 -8.1683  -0.19
81 C -2.1114 -1.6386 -7.1435  -0.28
82 C -0.7632 -0.9354 -7.2699  -0.19
83 N -0.3820 -0.0753 -6.1399  -0.08
84 C -1.4043 0.8427 -5.6684  -0.22
85 C -0.7290 1.7462 -4.6879  -0.24
86 O 0.1914 2.4464 -5.4863  -0.21
87 C 1.2353 3.1533 -4.8304  -0.08
88 H -3.3418 -3.9114 -9.0723  0.08
89 H -4.1706 -2.8788 -7.8207  0.09
90 H -3.1133 -4.1841 -7.3327  0.10
91 H -2.1941 -2.1600 -6.1724  0.13
92 H -2.9107 -0.8889 -7.2532  0.12
93 H -0.8364 -0.3115 -8.1973  0.13
94 H 0.0013 -1.6784 -7.5281  0.12
95 H 0.3752 0.5285 -6.4581  0.12
96 H -2.2078 0.3015 -5.1632  0.12
97 H -1.7950 1.4944 -6.4738  0.13
98 H -0.2458 1.1628 -3.8953  0.12
99 H -1.4706 2.4334 -4.2377  0.13
100 H 1.8934 3.4378 -5.6538  0.09
101 H 1.8330 2.5745 -4.1172  0.10
102 H 0.8675 4.0698 -4.3580  0.07
103 C -0.1012 5.1497 -1.9824  -0.09
104 O 1.2410 5.5111 -1.7984  -0.17
105 C 1.7210 4.9677 -0.6920  -0.30
106 C 3.1732 5.3114 -0.6488  -0.21
107 N 3.4056 6.7014 -0.9306  -0.03
108 C 4.7883 7.1477 -0.8795  -0.23
109 C 5.7938 6.3659 -1.6517  -0.26
110 O 5.5208 6.2575 -3.0082  -0.17
111 C 5.5182 7.4638 -3.6447  -0.14
112 H -0.6567 5.4484 -1.0761  0.08
113 H -0.2775 4.0710 -2.1200  0.08
114 H -0.4485 5.7339 -2.8303  0.09
115 H 1.6872 3.8708 -0.7353  0.13
116 H 1.2219 5.3791 0.1909  0.13
117 H 3.6459 4.6397 -1.4101  0.12
118 H 3.6315 5.0150 0.2954  0.13
119 H 3.0502 6.9139 -1.8561  0.11
120 H 5.1450 7.2147 0.1516  0.12
121 H 4.7942 8.1596 -1.2892  0.10
122 H 5.9240 5.3701 -1.2574  0.12
123 H 6.7627 6.9107 -1.5171  0.13
124 H 4.8479 8.1632 -3.1424  0.08
125 H 5.2045 7.2860 -4.6573  0.09
126 H 6.5344 7.8909 -3.6058  0.10
127 C -6.2847 -2.5953 -0.9711  -0.17
128 O -5.8238 -2.9050 0.2601  -0.18
129 C -4.5729 -2.2961 0.4800  -0.22
130 C -3.8519 -2.9020 1.6848  -0.19
131 N -4.4440 -2.5523 2.9657  -0.05
132 C -3.6292 -2.9346 4.0505  -0.26
133 C -4.3708 -2.8242 5.3619  -0.24
134 O -5.4602 -3.6974 5.3501  -0.18
135 C -6.3831 -3.3405 6.3100  -0.14
136 H -7.1997 -3.1870 -1.1307  0.09
137 H -5.5646 -2.9020 -1.7351  0.09
138 H -6.5677 -1.5423 -1.0827  0.08
139 H -4.7704 -1.2342 0.6035  0.10
140 H -3.9692 -2.4663 -0.4262  0.12
141 H -2.8145 -2.5410 1.6286  0.12
142 H -3.7616 -4.0052 1.5486  0.13
143 H -5.3392 -3.0109 3.1058  0.12
144 H -2.7710 -2.2580 4.1270  0.12
145 H -3.2209 -3.9613 3.9365  0.12
146 H -4.7487 -1.7865 5.4527  0.13
147 H -3.6828 -3.0084 6.2007  0.12
148 H -7.1256 -4.1344 6.4039  0.09
149 H -6.8926 -2.4046 6.0440  0.09
150 H -5.9104 -3.2497 7.3047  0.09